(1)
Density functional theory data (ωB97M-V with the def2-TZVPD basis set) for a structure of composition C54H42ClMnN10O4S3 in a non-equilibrium geometry.

Last column: Löwdin charge in e.
Atoms and positions in Å:
Mn 1.46 0.68 0.68  0.368
C -1.51 0.39 4.80  -0.090
C -1.27 -0.54 3.88  -0.063
N -0.02 -0.64 3.20  0.123
C 0.92 0.40 3.58  -0.393
C 0.58 1.30 4.72  -0.040
N -0.57 1.33 5.27  0.113
C 2.33 -0.02 3.36  -0.180
C 3.23 -0.20 4.40  0.080
C 4.51 -0.64 4.13  -0.109
C 4.81 -0.98 2.80  0.065
C 3.84 -0.81 1.83  -0.156
N 2.64 -0.30 2.10  0.110
C 4.09 -1.30 0.45  -0.068
C 4.73 -2.52 0.24  -0.047
N 5.02 -3.02 -0.95  0.107
C 4.64 -2.28 -1.99  -0.081
C 3.98 -1.09 -1.87  0.031
N 3.70 -0.60 -0.64  -0.117
C 5.52 -0.77 5.20  -0.171
C 5.53 0.11 6.27  -0.006
C 6.51 -0.04 7.25  -0.123
N 7.44 -0.99 7.22  0.072
C 7.42 -1.83 6.19  -0.129
C 6.50 -1.76 5.16  -0.013
H -2.47 0.42 5.30  0.107
H -1.98 -1.32 3.62  0.109
H 1.36 1.97 5.07  0.129
H 2.92 0.01 5.42  0.133
H 5.80 -1.32 2.53  0.128
H 5.01 -3.10 1.11  0.130
H 4.87 -2.66 -2.98  0.122
H 3.66 -0.45 -2.68  0.144
H 4.83 0.93 6.35  0.117
H 6.54 0.64 8.09  0.112
H 8.18 -2.60 6.19  0.110
H 6.53 -2.49 4.37  0.110
O 2.31 2.52 2.85  -0.585
Cl 2.32 2.65 1.30  0.894
O 1.40 3.79 0.87  -0.606
O 0.18 0.64 2.41  -0.047
O 3.08 0.53 -0.57  -0.139
N 0.71 -1.12 0.04  -0.276
S -0.53 -1.63 -0.47  0.774
N -1.91 -0.73 -0.50  -0.358
S -2.47 0.18 -1.60  0.870
N -1.67 1.21 -2.42  -0.340
S -0.56 2.16 -1.60  0.783
N 0.26 1.53 -0.62  -0.293
C -1.58 3.52 -1.06  -0.321
C -1.63 3.73 0.31  -0.053
C -2.44 4.76 0.79  -0.047
C -3.16 5.55 -0.10  -0.065
C -3.07 5.33 -1.47  -0.068
C -2.28 4.30 -1.96  -0.074
C 0.27 2.86 -3.00  -0.309
C 1.02 4.00 -2.70  -0.047
C 1.81 4.55 -3.69  -0.050
C 1.86 3.97 -4.95  -0.067
C 1.13 2.83 -5.23  -0.070
C 0.33 2.26 -4.25  -0.067
C -3.26 -0.78 -2.87  -0.305
C -2.85 -0.69 -4.19  -0.057
C -3.47 -1.50 -5.13  -0.057
C -4.48 -2.37 -4.75  -0.057
C -4.88 -2.45 -3.42  -0.049
C -4.27 -1.65 -2.47  -0.063
C -3.84 0.93 -0.75  -0.310
C -4.08 0.68 0.59  -0.051
C -5.16 1.30 1.20  -0.052
C -5.96 2.16 0.47  -0.054
C -5.71 2.41 -0.87  -0.050
C -4.64 1.80 -1.49  -0.060
C -1.18 -2.98 0.51  -0.306
C -0.21 -3.69 1.21  -0.063
C -0.61 -4.74 2.02  -0.060
C -1.95 -5.08 2.12  -0.065
C -2.90 -4.36 1.42  -0.064
C -2.52 -3.30 0.61  -0.079
C -0.44 -2.24 -2.15  -0.297
C -1.19 -3.30 -2.63  -0.053
C -1.04 -3.66 -3.97  -0.065
C -0.18 -2.96 -4.79  -0.069
C 0.56 -1.89 -4.29  -0.068
C 0.43 -1.53 -2.96  -0.080
H -1.02 3.13 0.97  0.097
H -2.49 4.95 1.85  0.114
H -3.78 6.35 0.28  0.109
H -3.62 5.96 -2.16  0.109
H -2.21 4.13 -3.02  0.120
H 1.00 4.41 -1.69  0.115
H 2.39 5.44 -3.47  0.115
H 2.49 4.41 -5.72  0.109
H 1.18 2.38 -6.21  0.107
H -0.25 1.37 -4.45  0.082
H -2.07 0.01 -4.47  0.096
H -3.17 -1.44 -6.17  0.117
H -4.96 -2.99 -5.49  0.114
H -5.67 -3.12 -3.12  0.114
H -4.58 -1.69 -1.43  0.111
H -3.42 0.01 1.14  0.100
H -5.36 1.12 2.25  0.112
H -6.80 2.65 0.96  0.113
H -6.33 3.09 -1.43  0.116
H -4.42 1.99 -2.54  0.123
H 0.82 -3.38 1.15  0.103
H 0.13 -5.30 2.58  0.111
H -2.25 -5.90 2.76  0.111
H -3.95 -4.62 1.51  0.110
H -3.26 -2.73 0.07  0.085
H -1.86 -3.85 -1.99  0.114
H -1.61 -4.50 -4.36  0.115
H -0.07 -3.25 -5.83  0.112
H 1.23 -1.34 -4.94  0.109
H 0.99 -0.70 -2.53  0.095

The HOMO-LUMO gap (alpha / beta) is 6.4 / 6.4 eV. As for the spin multiplicity: 2. As for the expectation value of S²: 0.897. The value obtained for the calculated total energy is -5736.490305 a.u. For the highest occupied orbital energy (alpha / beta), the calculation gives -9.350 / -9.322 eV. The charge is +1.

(2)
Density functional theory data (ωB97M-V with the def2-TZVPD basis set) for a structure of composition C54H43N5OP2S2SeSiW in a non-equilibrium geometry.

Last column: Löwdin charge in e.
Atoms and positions in Å:
W 0.44 0.34 -0.47  0.915
C 3.29 -2.41 -0.75  -0.167
Si 1.44 -1.94 -0.46  0.667
C 0.62 -2.75 -2.09  -0.517
C 0.92 -4.17 -2.30  -0.167
C 0.00 -5.05 -2.80  -0.100
C -1.30 -4.64 -3.12  -0.086
C -1.69 -3.35 -2.80  -0.090
C -0.82 -2.44 -2.24  -0.333
P -1.48 -0.91 -1.54  0.984
C -2.44 -0.16 -2.90  -0.319
C -3.63 0.51 -2.65  -0.128
C -4.33 1.12 -3.68  -0.063
C -3.85 1.07 -4.97  -0.065
C -2.67 0.39 -5.24  -0.060
C -1.97 -0.22 -4.22  -0.092
C -2.81 -1.69 -0.52  -0.349
C -4.05 -2.09 -1.02  -0.098
C -4.91 -2.82 -0.23  -0.061
C -4.55 -3.17 1.06  -0.064
C -3.31 -2.79 1.56  -0.059
C -2.45 -2.06 0.77  -0.092
C 1.26 -2.58 1.34  -0.270
C 1.67 -3.86 1.71  -0.086
C 1.88 -4.20 3.04  -0.060
C 1.69 -3.25 4.03  -0.058
C 1.25 -1.99 3.69  -0.126
C 1.03 -1.65 2.35  -0.395
P 0.44 0.04 1.99  1.000
C 1.62 1.04 2.99  -0.309
C 2.88 0.52 3.27  -0.118
C 3.80 1.27 3.98  -0.073
C 3.47 2.54 4.43  -0.071
C 2.23 3.06 4.14  -0.068
C 1.31 2.32 3.41  -0.081
C -1.09 0.13 3.04  -0.311
C -1.57 -0.95 3.77  -0.107
C -2.70 -0.83 4.56  -0.067
C -3.37 0.38 4.64  -0.065
C -2.93 1.45 3.88  -0.065
C -1.81 1.32 3.09  -0.115
H 3.44 -3.48 -0.82  0.027
H 3.88 -2.07 0.09  0.015
H 3.69 -1.96 -1.65  0.018
H 1.92 -4.50 -2.07  0.078
H 0.28 -6.08 -2.97  0.112
H -2.00 -5.33 -3.55  0.097
H -2.72 -3.06 -2.98  0.104
H -4.05 0.54 -1.66  0.070
H -5.26 1.63 -3.46  0.111
H -4.39 1.55 -5.77  0.109
H -2.31 0.31 -6.26  0.111
H -1.07 -0.77 -4.45  0.102
H -4.34 -1.83 -2.03  0.102
H -5.86 -3.14 -0.63  0.110
H -5.22 -3.76 1.66  0.108
H -3.02 -3.08 2.56  0.101
H -1.47 -1.76 1.14  0.059
H 1.83 -4.60 0.94  0.102
H 2.22 -5.19 3.29  0.108
H 1.89 -3.50 5.06  0.111
H 1.09 -1.25 4.46  0.121
H 3.13 -0.48 2.95  0.101
H 4.77 0.85 4.20  0.110
H 4.19 3.12 5.00  0.107
H 1.96 4.05 4.49  0.108
H 0.34 2.76 3.20  0.085
H -1.06 -1.90 3.72  0.094
H -3.04 -1.68 5.12  0.111
H -4.24 0.48 5.27  0.108
H -3.45 2.39 3.92  0.108
H -1.49 2.18 2.50  0.077
O 2.59 0.20 0.44  -0.390
N 3.59 1.05 0.31  -0.167
C 4.80 0.76 0.84  -0.022
C 5.81 1.69 0.84  -0.038
C 5.58 2.95 0.27  -0.044
C 4.36 3.20 -0.32  -0.066
C 3.37 2.22 -0.33  -0.579
S 1.89 2.40 -1.16  0.812
H 4.91 -0.22 1.27  0.135
H 6.76 1.45 1.28  0.115
H 6.34 3.70 0.29  0.115
H 4.14 4.15 -0.79  0.112
Se 2.38 -2.92 -4.44  1.260
N 2.47 -1.41 -5.34  -0.248
C 1.83 -0.42 -4.73  -0.358
C 1.65 0.86 -5.27  0.031
C 0.85 1.75 -4.56  -0.042
C 0.36 1.41 -3.32  -0.239
N 0.61 0.22 -2.71  -0.145
C 1.24 -0.70 -3.44  -0.320
N 1.40 -1.99 -3.09  -0.205
H 2.08 1.11 -6.23  0.125
H 0.62 2.71 -4.98  0.120
H -0.28 2.10 -2.78  0.099
S -3.63 2.81 -0.02  1.119
C -2.44 1.57 -0.02  -0.501
N -1.19 1.94 -0.02  -0.118
C -1.10 3.32 0.13  -0.323
C 0.01 4.08 0.49  -0.089
C -0.11 5.45 0.57  -0.059
C -1.33 6.09 0.37  -0.066
C -2.47 5.35 0.16  -0.083
C -2.35 3.97 0.07  -0.450
H -2.75 0.55 0.06  0.040
H 0.95 3.60 0.74  0.045
H 0.76 6.04 0.83  0.111
H -1.40 7.16 0.45  0.110
H -3.45 5.80 0.10  0.113

For the energy relative to the best compared isomer or geometry (same formula, charge and spin), the calculation gives 4.849 eV. The HOMO-LUMO gap (alpha / beta) is 4.0 / 3.9 eV. As for the spin multiplicity: 2. As for the expectation value of S²: 0.760. The value obtained for the calculated total energy is -6669.385880 a.u. For the highest occupied orbital energy (alpha / beta), the calculation gives -8.182 / -8.156 eV. The charge is +1.